Formula: C34H47Cl2F3N13
Source: OMol25
Level of theory: the ωB97M-V functional and the def2-TZVPD basis

The HOMO-LUMO gap is 9.0 eV. Its electronic energy is -88580.9523 eV. As for the net charge: +1.

Cartesian coordinates (Å):
C: 1.89 0.27 -1.01
C: 3.10 0.56 -0.14
Cl: 3.30 -0.67 1.13
C: 3.19 2.03 0.35
Cl: 4.12 2.24 1.86
N: 1.97 2.87 0.33
C: 2.32 4.19 0.44
N: 3.08 4.76 -0.50
N: 1.84 4.76 1.51
C: 0.47 4.20 1.70
C: -0.52 5.13 1.04
C: 0.64 2.76 1.06
C: -0.45 2.49 0.01
C: -0.34 3.09 -1.25
C: -1.26 2.85 -2.26
C: -2.34 2.00 -2.03
C: -2.47 1.40 -0.78
C: -1.53 1.64 0.23
C: 0.54 1.80 2.26
F: 1.48 2.01 3.17
F: -0.64 2.06 2.86
F: 0.51 0.52 1.92
H: 2.19 -0.37 -1.83
H: 1.52 1.17 -1.48
H: 1.11 -0.24 -0.48
H: 3.98 0.41 -0.75
H: 3.84 2.51 -0.37
H: 3.71 5.51 -0.25
H: 3.01 4.51 -1.46
H: 1.92 5.77 1.63
H: 0.29 4.24 2.77
H: -0.33 5.27 -0.01
H: -0.43 6.10 1.52
H: -1.54 4.80 1.19
H: 0.48 3.74 -1.50
H: -1.12 3.30 -3.22
H: -3.06 1.80 -2.80
H: -3.28 0.73 -0.58
H: -1.67 1.13 1.16
C: -0.04 -2.60 -3.82
C: 0.47 -1.25 -3.98
N: 0.92 -0.20 -4.11
H: -1.12 -2.59 -3.67
H: 0.18 -3.21 -4.70
H: 0.43 -3.09 -2.97
C: 2.29 -6.29 -5.55
C: 0.97 -5.69 -5.56
N: -0.07 -5.19 -5.56
H: 2.23 -7.32 -5.20
H: 2.73 -6.29 -6.55
H: 2.93 -5.73 -4.88
C: 2.37 -4.38 -0.14
C: 2.50 -4.41 -1.59
N: 2.59 -4.44 -2.73
H: 1.62 -5.09 0.19
H: 3.32 -4.63 0.34
H: 2.07 -3.39 0.20
C: 2.00 1.23 -6.97
C: 1.44 2.19 -7.91
N: 1.00 2.96 -8.63
H: 1.50 1.29 -6.01
H: 1.90 0.22 -7.35
H: 3.06 1.43 -6.81
C: 0.12 -0.64 5.16
C: 0.01 -2.09 5.27
N: -0.07 -3.23 5.34
H: 0.87 -0.25 5.85
H: 0.41 -0.37 4.15
H: -0.83 -0.16 5.38
C: 2.36 6.96 5.00
C: 2.00 7.56 3.72
N: 1.73 7.97 2.68
H: 1.65 7.27 5.76
H: 2.35 5.88 4.92
H: 3.35 7.29 5.30
C: -2.75 -5.48 -3.16
C: -3.23 -4.13 -2.90
N: -3.62 -3.08 -2.67
H: -1.67 -5.52 -3.15
H: -3.12 -6.15 -2.38
H: -3.10 -5.84 -4.12
C: -2.48 -2.22 2.03
C: -1.75 -2.79 0.91
N: -1.23 -3.32 0.04
H: -2.53 -1.14 1.97
H: -3.50 -2.61 2.06
H: -2.00 -2.49 2.97
C: -3.98 0.72 7.37
C: -3.83 0.66 5.93
N: -3.72 0.61 4.79
H: -4.65 -0.07 7.71
H: -3.02 0.59 7.86
H: -4.39 1.68 7.67
C: -4.07 -5.47 0.76
C: -4.99 -5.52 1.88
N: -5.71 -5.56 2.77
H: -3.04 -5.46 1.11
H: -4.20 -6.34 0.11
H: -4.24 -4.58 0.16

Löwdin population analysis, charges in e, atoms 1 to 8: number 1, C, carries -0.1089; number 2, C, carries -0.6983; number 3, Cl, carries 0.6433; number 4, C, carries -0.6123; number 5, Cl, carries 0.6913; number 6, N, carries 0.0417; number 7, C, carries -0.4169; number 8, N, carries 0.2559